The following is a DFT calculation (the ωB97M-V functional and the def2-TZVPD basis) of a 9-piece molecular cluster, C47H120N8O16 overall at a distorted geometry.

Geometry as ORCA input:
```
! wB97M-V def2-TZVPD RIJCOSX def2/J DEFGRID3
* xyz 0 1
C -20.264 -10.980 2.487
O -20.584 -9.610 2.553
C -21.395 -9.258 3.630
C -20.907 -9.370 5.114
C -21.985 -9.150 6.097
N -19.966 -8.291 5.235
H -21.133 -11.625 2.360
H -19.885 -11.359 3.436
H -19.508 -11.398 1.823
H -21.944 -8.325 3.503
H -22.207 -9.985 3.595
H -20.356 -10.302 5.242
H -21.467 -9.114 7.055
H -22.574 -10.050 6.275
H -22.749 -8.393 5.921
H -20.350 -7.364 5.352
H -19.575 -8.321 4.305
C -22.959 10.012 -5.445
O -23.016 9.874 -4.062
C -22.128 8.946 -3.527
C -22.469 8.958 -2.036
N -21.396 8.211 -1.297
C -21.535 7.694 0.055
C -22.534 6.533 0.205
O -23.887 6.730 -0.166
C -24.866 5.718 -0.088
H -23.426 9.166 -5.948
H -21.909 10.123 -5.714
H -23.394 10.973 -5.723
H -21.068 9.160 -3.660
H -22.304 7.919 -3.850
H -23.460 8.510 -1.958
H -22.626 9.956 -1.626
H -20.855 7.586 -1.877
H -22.076 8.387 0.701
H -20.543 7.484 0.454
H -22.457 6.129 1.214
H -22.012 5.825 -0.439
H -25.053 5.466 0.956
H -24.693 4.769 -0.596
H -25.832 6.020 -0.494
C -29.313 -4.282 12.767
O -30.149 -3.251 12.311
C -30.715 -3.374 11.049
C -31.816 -2.240 10.926
N -31.504 -0.826 11.299
C -30.624 -0.220 10.335
C -31.443 0.053 8.976
O -31.630 -0.966 8.062
C -30.387 -1.266 7.434
H -28.409 -4.361 12.163
H -29.699 -5.301 12.776
H -29.072 -4.155 13.822
H -31.031 -4.401 10.864
H -29.995 -3.125 10.269
H -32.520 -2.517 11.711
H -32.379 -2.223 9.993
H -31.123 -0.808 12.235
H -29.698 -0.730 10.070
H -30.362 0.811 10.573
H -30.917 0.781 8.357
H -32.439 0.356 9.299
H -30.027 -0.473 6.778
H -30.472 -2.182 6.851
H -29.587 -1.566 8.111
C -20.653 1.721 8.028
O -19.336 2.290 7.787
C -18.434 1.245 7.576
C -17.166 1.946 7.086
N -16.538 2.530 8.254
C -15.452 3.515 8.109
C -14.375 3.298 9.178
O -13.532 2.280 8.705
C -13.963 0.904 8.936
H -21.295 2.572 8.253
H -20.483 1.065 8.882
H -20.989 1.315 7.074
H -18.833 0.766 6.682
H -18.218 0.653 8.466
H -17.430 2.719 6.364
H -16.580 1.214 6.531
H -17.301 2.905 8.800
H -15.805 4.545 8.148
H -14.991 3.447 7.124
H -14.695 2.925 10.151
H -13.901 4.251 9.414
H -14.682 0.495 8.227
H -14.242 0.716 9.973
H -13.179 0.229 8.593
C -25.352 -3.646 -6.162
O -25.248 -4.919 -5.554
C -25.697 -5.974 -6.356
C -25.854 -7.169 -5.283
N -26.417 -8.334 -5.953
C -27.844 -8.271 -6.205
C -28.307 -9.284 -7.158
O -28.217 -10.463 -6.341
C -27.720 -11.474 -7.256
H -24.868 -3.602 -7.138
H -24.902 -2.893 -5.515
H -26.409 -3.439 -6.331
H -25.048 -6.215 -7.198
H -26.648 -5.674 -6.795
H -26.371 -6.760 -4.414
H -24.885 -7.481 -4.894
H -26.190 -9.220 -5.524
H -28.167 -7.280 -6.524
H -28.345 -8.474 -5.258
H -27.883 -9.200 -8.158
H -29.347 -8.997 -7.313
H -27.621 -12.406 -6.700
H -26.655 -11.253 -7.323
H -28.193 -11.636 -8.224
C -22.775 -16.835 0.431
O -24.172 -17.059 0.228
C -24.946 -15.920 0.526
C -25.170 -15.050 -0.693
N -25.874 -13.771 -0.418
C -27.257 -14.097 -0.027
C -28.087 -12.873 0.442
O -27.560 -12.609 1.745
C -27.618 -11.293 2.093
H -22.471 -15.845 0.092
H -22.256 -17.335 -0.387
H -22.359 -17.227 1.359
H -24.646 -15.329 1.392
H -25.818 -16.460 0.893
H -25.776 -15.751 -1.267
H -24.201 -14.716 -1.065
H -25.369 -13.418 0.383
H -27.553 -14.835 0.719
H -27.723 -14.487 -0.932
H -29.120 -13.188 0.594
H -27.933 -11.982 -0.168
H -27.291 -11.154 3.124
H -28.639 -10.932 2.219
H -26.962 -10.571 1.607
C -32.281 -2.052 -0.580
O -31.156 -1.175 -0.444
C -30.974 -0.166 -1.455
C -32.297 0.702 -1.647
N -32.611 1.488 -0.441
C -33.675 2.415 -0.678
C -34.104 3.244 0.594
O -34.537 2.405 1.671
C -34.929 3.153 2.800
H -32.104 -2.996 -0.065
H -32.500 -2.328 -1.611
H -33.231 -1.678 -0.198
H -30.707 -0.690 -2.372
H -30.146 0.503 -1.221
H -33.141 0.123 -2.022
H -32.067 1.375 -2.473
H -32.807 0.787 0.260
H -34.565 1.848 -0.951
H -33.407 3.071 -1.506
H -34.798 4.005 0.236
H -33.197 3.727 0.957
H -35.415 2.474 3.500
H -35.676 3.822 2.373
H -34.100 3.662 3.293
C -17.065 -1.134 0.230
O -17.620 -0.102 -0.460
C -17.567 -0.394 -1.895
C -17.980 0.764 -2.836
N -17.075 1.861 -2.420
C -17.299 3.180 -2.979
C -16.044 4.027 -2.563
O -16.264 5.441 -3.003
C -15.176 6.387 -2.931
H -17.046 -1.064 1.318
H -16.025 -1.325 -0.031
H -17.528 -2.086 -0.028
H -18.134 -1.317 -2.020
H -16.595 -0.803 -2.170
H -19.004 1.080 -2.637
H -17.809 0.519 -3.884
H -16.649 1.813 -1.506
H -18.274 3.620 -2.767
H -17.296 3.204 -4.069
H -15.131 3.585 -2.963
H -15.939 3.859 -1.491
H -15.425 7.226 -3.582
H -14.199 6.024 -3.250
H -14.935 6.612 -1.893
C -23.843 -2.576 1.839
O -25.100 -2.988 2.267
H -23.156 -2.567 2.686
H -23.522 -3.292 1.083
H -23.788 -1.581 1.398
H -25.727 -3.050 1.543
*
```

The calculation puts the total energy at -3503.92600 a.u. The largest force on an atom comes out at 4.07 eV/A. The calculation puts the gap between HOMO and LUMO at 0.3142 Eh. The SMILES is COC[C@H](C)N.COCCNCCOC.COCCNCCOC.COCCNCCOC.COCCNCCOC.COCCNCCOC.COCCNCCOC.COCCNCCOC.CO.